C28H24N3OReS6Sb | the ωB97M-V functional and the def2-TZVPD basis

Output
- Net charge: +1
- Electronic energy: -109618.5682 eV
- Maximum force: 0.375 eV/Å
- Orbital gap: 6.32 eV
- E_HOMO: -11.0 eV

Last column: natural (NBO) charge in e.
Positions of all 64 atoms, in Å:
Re1 1.71700 0.32425 -0.50128  1.0850
C1 -2.45277 -1.20157 0.06331  -0.6788
C2 -0.96500 -1.13780 -0.05247  0.3920
N1 -0.40038 -0.08516 -0.58178  -0.3789
N2 -1.29659 0.81120 -1.13280  -0.3668
C3 -0.74887 1.80035 -1.73067  -0.0712
S1 0.98854 2.08181 -1.80725  0.0504
S2 -1.65623 3.06011 -2.50888  0.3495
C4 -3.31962 2.31392 -2.65730  -0.5531
C5 -3.46270 1.43467 -3.86323  0.0356
C6 -3.17194 0.07607 -3.80478  -0.2473
C7 -3.28594 -0.71572 -4.93514  -0.1910
C8 -3.69363 -0.15956 -6.13721  -0.2052
C9 -3.99176 1.19270 -6.20314  -0.1945
C10 -3.87642 1.98400 -5.07224  -0.2300
C11 -0.15519 -2.30069 0.32366  -0.2249
C12 -0.70779 -3.36212 1.06101  -0.0885
C13 -0.03547 -4.55166 1.24182  -0.2403
C14 1.21068 -4.74284 0.65264  -0.1468
C15 1.79956 -3.72221 -0.05968  -0.2420
C16 1.14262 -2.49784 -0.18404  0.3346
O1 1.84924 -1.52272 -0.79298  -0.6387
H1 -2.85373 -0.21859 0.29540  0.2612
H2 -2.76551 -1.91057 0.81821  0.2310
H3 -2.88077 -1.51803 -0.88938  0.2569
H4 -3.97256 3.18342 -2.73635  0.2447
H5 -3.54470 1.80099 -1.72501  0.2472
H6 -2.85928 -0.35918 -2.86710  0.2081
H7 -3.06127 -1.77223 -4.87708  0.2146
H8 -3.78691 -0.77888 -7.01775  0.2218
H9 -4.31741 1.63215 -7.13574  0.2226
H10 -4.11171 3.03909 -5.12917  0.2132
H11 -1.68162 -3.25329 1.50938  0.2120
H12 -0.48546 -5.33859 1.82742  0.2322
H13 1.72412 -5.68814 0.75994  0.2328
H14 2.77474 -3.83099 -0.50911  0.2384
S3 5.88741 3.35492 -0.00686  -0.3117
Sb1 4.51434 5.29497 -0.60893  1.0002
S4 3.74264 1.16638 -0.83106  0.1211
S5 4.59180 2.02912 0.84935  0.0434
S6 2.47158 4.63483 -0.17853  -0.6393
C17 4.80567 -0.75596 3.94832  -0.1869
C18 3.88253 0.19694 4.35810  -0.1951
C19 2.84072 0.56378 3.52736  -0.2311
C20 2.72367 -0.02248 2.26607  0.1689
C21 3.65973 -0.96887 1.84613  -0.2573
C22 4.69159 -1.33268 2.69307  -0.1831
N3 1.66787 0.36102 1.39693  -0.5123
C23 0.47559 0.80284 2.05109  0.1645
C24 -0.16465 -0.04019 2.96265  -0.2622
C25 -1.35819 0.36063 3.53199  -0.1910
C26 -1.90685 1.60056 3.21090  -0.2014
C27 -1.25451 2.44002 2.32664  -0.2126
C28 -0.05516 2.04833 1.74481  -0.1876
H15 5.61128 -1.04669 4.60629  0.2291
H16 3.97993 0.66678 5.32566  0.2296
H17 2.14218 1.32632 3.83961  0.2324
H18 3.59084 -1.41679 0.86497  0.2253
H19 5.40886 -2.07226 2.36729  0.2266
H20 0.27040 -1.00221 3.19978  0.2334
H21 -1.86438 -0.29063 4.23041  0.2269
H22 -2.83678 1.91118 3.66617  0.2288
H23 -1.66740 3.41006 2.08917  0.2304
H24 0.48402 2.71375 1.08138  0.2251


C24H37IrN2O10S2Si | the ωB97M-V functional and the def2-TZVPD basis

Output
- Net charge: +1
- 2S+1: 2
- Electronic energy: -81330.0408 eV
- ΔE to the lowest compared entry with this formula, charge and spin: 0.2969 eV
- Maximum force: 0.758 eV/Å
- Orbital gap (spin up / spin down): 8.02 / 5.83 eV
- E_HOMO (spin up / spin down): -12.0 / -12.0 eV

Last column: Löwdin charge in e.
Positions of all 77 atoms, in Å:
Ir1 0.43161 -1.09861 0.74804  1.1659
O1 1.48001 -5.89357 -2.33596  0.1593
C1 0.17758 -5.71647 -2.20147  -0.4851
O2 -0.64046 -6.48175 -2.62932  0.1403
C2 -0.28253 -4.50975 -1.43885  -0.0125
C3 -1.61419 -4.23720 -1.19761  0.0530
N1 -1.67968 -3.10292 -0.48229  0.0771
N2 -0.45624 -2.60825 -0.27423  -0.1106
C4 0.40539 -3.44959 -0.83763  -0.1091
C5 1.84507 -3.07841 -0.69484  -0.5019
O3 2.72674 -3.75822 -1.16723  0.1356
O4 2.04281 -1.97183 -0.02550  -0.1678
H1 2.02007 -5.18889 -1.91002  0.0797
H2 -2.49102 -4.79358 -1.48443  0.1580
H3 -2.49681 -2.59748 -0.18335  0.1640
C6 7.26555 -3.49072 2.40707  -0.0347
C7 5.88567 -2.91939 2.55982  -0.2444
C8 4.77298 -3.75055 2.64849  -0.0123
C9 3.49992 -3.22735 2.80146  -0.0423
C10 3.35076 -1.85119 2.86712  -0.3052
C11 4.44052 -0.99293 2.78592  -0.0343
C12 5.69981 -1.53763 2.62837  -0.0134
S1 1.76414 -1.16589 3.09535  0.5822
O5 0.75800 -2.16280 2.56134  -0.4147
O6 1.54917 -0.74225 4.43170  -0.2063
O7 1.61509 -0.03899 2.07397  -0.4430
H4 7.23171 -4.53730 2.11072  0.0812
H5 7.80898 -3.42555 3.35152  0.0935
H6 7.83697 -2.93836 1.66163  0.0871
H7 4.90236 -4.82354 2.58943  0.1224
H8 2.63802 -3.87775 2.86179  0.1205
H9 4.30380 0.07946 2.83124  0.1254
H10 6.55719 -0.88066 2.55349  0.1250
C13 -2.72062 1.19618 -4.49788  -0.0130
C14 -2.89172 1.08314 -2.99263  -0.6243
C15 -4.14413 1.79818 -2.51374  -0.0122
C16 -2.88070 -0.37025 -2.55150  -0.0397
O8 -1.74497 1.74730 -2.41649  -0.1252
Si1 -1.07893 1.78584 -0.95626  -0.0271
S2 0.52914 0.26829 -1.02928  0.6716
O9 -2.18939 1.34681 0.14696  -0.1316
C17 -2.25859 1.29740 1.57292  -0.6204
C18 -3.73242 1.38783 1.93965  -0.0005
C19 -1.72626 -0.06388 1.99355  -0.0307
C20 -1.44013 2.40313 2.21780  0.0005
O10 -0.22340 3.10403 -0.69035  -0.1427
C21 -0.42788 4.52481 -0.94084  -0.6107
C22 0.46281 5.24439 0.05309  -0.0158
C23 0.00211 4.79614 -2.37510  -0.0116
C24 -1.89536 4.86052 -0.72704  -0.0110
H11 -3.55509 0.71730 -5.01034  0.0972
H12 -1.79435 0.71592 -4.81355  0.0945
H13 -2.68506 2.24359 -4.79635  0.0944
H14 -5.02992 1.34252 -2.95734  0.0989
H15 -4.11851 2.84684 -2.81096  0.0926
H16 -4.23199 1.74011 -1.42826  0.0788
H17 -3.70319 -0.90884 -3.02342  0.1008
H18 -2.99949 -0.43320 -1.46465  0.0652
H19 -1.94472 -0.84627 -2.85107  0.0854
H20 -4.30175 0.59909 1.44782  0.0940
H21 -4.12441 2.35184 1.61571  0.0994
H22 -3.86977 1.30469 3.01794  0.1017
H23 -2.18586 -0.89642 1.47056  0.0817
H24 -1.70058 -0.24609 3.06609  0.1264
H25 -0.62450 0.03200 1.77176  -0.0013
H26 -1.82669 3.37922 1.92016  0.0826
H27 -0.39001 2.34367 1.93018  0.0923
H28 -1.50325 2.32424 3.30312  0.1096
H29 1.49251 4.90288 -0.04677  0.0954
H30 0.13671 5.07438 1.08125  0.0862
H31 0.43398 6.31673 -0.14119  0.0977
H32 1.04666 4.51800 -2.51422  0.0972
H33 -0.10800 5.85530 -2.60954  0.0985
H34 -0.61086 4.22152 -3.07122  0.0841
H35 -2.21796 4.57974 0.27705  0.0745
H36 -2.52117 4.34798 -1.46087  0.0805
H37 -2.05131 5.93330 -0.84050  0.1033


Question: Which of these has the lowest maximum force?
Answer: C28H24N3OReS6Sb